# 1
Formula: C35H69O19S
Source: OMol25
Level of theory: the ωB97M-V functional and the def2-TZVPD basis

Last column: Mulliken charge in e.
Element x y z (Å)
C1 5.47 -1.53 -2.67  -0.345
C2 4.71 -2.56 -2.10  -0.041
C3 3.27 -2.82 -2.77  -0.679
S1 2.09 -1.54 -2.16  1.124
O1 0.65 -1.90 -2.47  -0.601
O2 2.25 -1.19 -0.70  -0.642
O3 2.43 -0.18 -3.00  -0.764
H1 6.48 -1.18 -2.29  -0.005
H2 5.04 -0.98 -3.57  0.107
H3 5.01 -3.18 -1.21  0.279
H4 3.43 -2.61 -3.88  0.415
H5 2.95 -3.89 -2.58  0.314
O4 2.59 -4.93 2.47  -0.698
C4 1.92 -3.93 2.64  0.866
O5 1.15 -3.83 3.74  -0.396
C5 0.45 -2.64 4.13  -0.456
C6 -0.88 -2.53 3.41  -0.720
C7 1.87 -2.84 1.60  -0.986
H6 1.08 -1.75 3.99  0.388
H7 0.27 -2.73 5.20  0.323
H8 -0.75 -2.45 2.33  0.253
H9 -1.43 -1.65 3.76  0.372
H10 -1.48 -3.42 3.60  0.104
H11 1.18 -3.13 0.82  0.215
H12 2.87 -2.73 1.17  0.293
H13 1.60 -1.87 2.00  0.282
O6 -1.66 5.12 -0.36  -0.574
C8 -0.95 4.34 -0.96  0.832
O7 -1.50 3.41 -1.75  -0.380
C9 -0.74 2.55 -2.63  -0.668
C10 -0.21 1.34 -1.89  -0.439
C11 0.54 4.35 -0.76  -1.076
H14 0.04 3.11 -3.14  0.365
H15 -1.44 2.22 -3.40  0.351
H16 0.48 1.63 -1.09  0.216
H17 0.31 0.67 -2.57  0.071
H18 -1.02 0.79 -1.41  0.301
H19 0.78 3.80 0.16  0.270
H20 0.87 5.38 -0.66  0.313
H21 1.10 3.92 -1.59  0.370
O8 -5.59 10.71 -2.24  -0.512
C12 -5.52 9.56 -1.86  0.679
O9 -4.33 9.04 -1.52  -0.360
C13 -4.16 7.76 -0.89  -0.439
C14 -4.14 6.65 -1.91  -0.752
C15 -6.74 8.68 -1.83  -0.919
H22 -4.91 7.60 -0.11  0.333
H23 -3.19 7.80 -0.38  0.266
H24 -5.08 6.59 -2.46  0.329
H25 -3.95 5.69 -1.43  0.224
H26 -3.36 6.83 -2.66  0.256
H27 -6.91 8.29 -2.84  0.245
H28 -7.59 9.28 -1.52  0.273
H29 -6.67 7.86 -1.13  0.379
O10 7.52 0.41 -1.58  -0.600
C16 8.60 0.34 -1.05  0.789
O11 9.67 -0.07 -1.75  -0.361
C17 11.02 -0.03 -1.26  -0.417
C18 11.33 -1.26 -0.44  -0.965
C19 8.75 0.61 0.43  -1.009
H30 11.21 0.90 -0.73  0.372
H31 11.66 -0.02 -2.15  0.308
H32 10.70 -1.32 0.45  0.273
H33 12.38 -1.25 -0.12  0.355
H34 11.15 -2.17 -1.02  0.301
H35 8.45 -0.28 0.98  0.239
H36 8.09 1.43 0.69  0.325
H37 9.75 0.90 0.72  0.329
O12 -0.46 -6.45 -6.87  -0.612
C20 -0.88 -5.86 -5.90  0.697
O13 -0.06 -5.07 -5.19  -0.324
C21 -0.50 -4.20 -4.13  -0.103
C22 -0.63 -4.95 -2.82  -0.891
C23 -2.30 -6.06 -5.44  -0.866
H38 -1.42 -3.68 -4.40  0.259
H39 0.27 -3.43 -4.02  0.059
H40 -1.37 -5.75 -2.88  0.376
H41 -0.90 -4.28 -2.01  0.273
H42 0.32 -5.43 -2.56  0.250
H43 -2.35 -6.98 -4.85  0.229
H44 -2.94 -6.15 -6.32  0.300
H45 -2.69 -5.23 -4.85  0.318
O14 -3.68 -3.54 4.97  -0.550
C24 -3.58 -4.69 5.34  0.871
O15 -2.38 -5.19 5.66  -0.371
C25 -2.16 -6.47 6.26  -0.389
C26 -2.13 -7.57 5.21  -0.960
C27 -4.78 -5.59 5.36  -1.097
H46 -2.90 -6.66 7.04  0.331
H47 -1.19 -6.42 6.75  0.326
H48 -3.08 -7.65 4.68  0.289
H49 -1.91 -8.53 5.67  0.367
H50 -1.37 -7.36 4.46  0.286
H51 -4.97 -5.97 4.36  0.250
H52 -5.65 -5.01 5.69  0.328
H53 -4.69 -6.43 6.05  0.349
O16 -11.45 13.53 -2.98  -0.586
C28 -10.25 13.66 -3.01  0.710
O17 -9.46 12.59 -2.83  -0.357
C29 -8.03 12.60 -3.01  -0.291
C30 -7.32 13.10 -1.77  -0.895
C31 -9.62 15.01 -3.17  -0.872
H54 -7.76 13.16 -3.91  0.306
H55 -7.74 11.56 -3.19  0.216
H56 -7.60 14.14 -1.54  0.351
H57 -6.24 13.06 -1.90  0.312
H58 -7.60 12.50 -0.90  0.241
H59 -9.61 15.52 -2.20  0.231
H60 -10.23 15.59 -3.87  0.300
H61 -8.62 14.99 -3.58  0.325
O18 1.73 -8.65 4.22  -0.570
C32 2.93 -8.52 4.18  0.579
O19 3.72 -9.60 4.37  -0.392
C33 5.14 -9.59 4.18  -0.386
C34 5.86 -9.09 5.41  -0.913
C35 3.56 -7.17 4.02  -0.499
H62 5.41 -9.04 3.28  0.381
H63 5.43 -10.63 4.00  0.303
H64 5.58 -8.06 5.64  0.263
H65 6.94 -9.14 5.28  0.340
H66 5.58 -9.69 6.29  0.292
H67 3.57 -6.66 4.99  0.205
H68 2.95 -6.58 3.32  0.225
H69 4.57 -7.19 3.61  0.289

Summary:
energy relative to the best compared isomer or geometry (same formula, charge and spin) = 105.9 kJ/mol
charge = -1
total energy = -87152.089 eV
LUMO = 2.00 eV
highest occupied orbital energy = -5.42 eV


# 2
Formula: C35H70BrIN4O12P
Source: OMol25
Level of theory: the ωB97M-V functional and the def2-TZVPD basis

Last column: Mulliken charge in e.
Element x y z (Å)
C1 -2.31 -2.49 -1.33  -1.303
C2 -1.01 -1.97 -0.77  -0.396
N1 -0.27 -2.60 0.04  -0.481
C3 -0.54 -0.62 -1.31  -1.008
C4 -0.80 0.67 -0.53  -0.281
Br1 -2.76 0.62 -0.22  -0.003
N2 -0.39 1.80 -1.48  1.487
C5 -1.46 2.60 -2.17  -1.209
O1 -2.18 1.77 -3.02  -0.118
N3 -1.60 1.80 -4.40  0.189
O2 -2.28 2.38 -5.11  -0.252
C6 0.90 2.56 -1.03  1.929
C7 1.86 2.17 -2.17  -1.923
C8 3.26 2.80 -2.32  0.650
C9 4.10 2.96 -1.05  -0.910
C10 3.25 4.09 -3.14  -1.378
C11 0.63 4.06 -0.83  -1.887
C12 1.47 4.81 0.22  -0.751
C13 0.68 5.24 1.47  -1.003
I1 2.29 6.62 -0.63  0.128
C14 1.23 1.78 0.24  -3.614
C15 -0.01 0.98 0.77  2.941
C16 0.51 -0.23 1.56  -1.533
C17 1.43 0.06 2.74  -1.290
C18 0.78 0.09 4.13  -0.980
C19 -0.12 -1.09 4.42  -0.484
O3 0.58 -2.30 4.12  -0.587
P1 -0.75 2.16 2.06  -0.293
N4 -1.91 1.19 2.87  -0.171
O4 -1.65 3.23 1.16  -0.599
H1 -2.66 -1.91 -2.18  0.209
H2 -2.13 -3.50 -1.70  0.428
H3 -3.07 -2.57 -0.57  0.313
H4 -0.65 -3.52 0.30  0.541
H5 0.54 -0.69 -1.45  0.470
H6 -0.99 -0.51 -2.29  0.712
H7 -0.04 1.25 -2.27  0.676
H8 -0.97 3.40 -2.72  0.558
H9 -2.12 3.04 -1.44  0.303
H10 2.01 1.10 -2.05  0.360
H11 1.37 2.36 -3.13  0.372
H12 3.79 2.09 -2.95  0.540
H13 5.14 2.84 -1.33  0.003
H14 4.03 3.97 -0.66  0.102
H15 3.90 2.22 -0.27  0.305
H16 2.44 4.10 -3.87  0.360
H17 3.23 4.98 -2.52  0.041
H18 4.18 4.15 -3.71  0.440
H19 -0.41 4.22 -0.56  0.560
H20 0.77 4.55 -1.79  1.157
H21 2.32 4.23 0.56  0.389
H22 -0.36 5.42 1.24  0.276
H23 1.09 6.16 1.88  0.592
H24 0.77 4.49 2.25  0.087
H25 2.04 1.07 0.10  0.925
H26 1.55 2.41 1.07  0.891
H27 1.06 -0.85 0.85  0.787
H28 -0.34 -0.85 1.85  0.483
H29 1.99 0.99 2.63  0.048
H30 2.18 -0.73 2.76  0.620
H31 0.25 1.02 4.30  0.298
H32 1.59 0.08 4.86  0.655
H33 -1.01 -1.03 3.80  0.375
H34 -0.42 -1.05 5.46  0.266
H35 -0.04 -2.92 3.72  0.321
H36 -2.84 1.29 2.48  0.304
H37 -1.94 1.49 3.84  0.126
H38 -2.54 2.92 0.99  0.328
O5 -2.20 1.49 6.51  -0.542
C20 -2.91 0.69 7.06  0.865
O6 -3.05 -0.52 6.48  -0.327
C21 -3.74 -1.62 7.07  -0.428
C22 -5.23 -1.57 6.79  -1.023
C23 -3.70 1.02 8.30  -1.180
H39 -3.53 -1.67 8.14  0.387
H40 -3.30 -2.50 6.61  0.340
H41 -5.70 -0.69 7.23  0.276
H42 -5.72 -2.46 7.20  0.381
H43 -5.41 -1.54 5.72  0.299
H44 -4.63 1.50 8.00  0.289
H45 -3.12 1.73 8.89  0.331
H46 -3.93 0.16 8.93  0.346
O7 -2.88 -2.98 -8.97  -0.538
C24 -3.26 -2.17 -8.18  0.711
O8 -2.48 -1.91 -7.10  -0.414
C25 -2.75 -0.85 -6.19  -0.411
C26 -3.72 -1.26 -5.10  -0.719
C27 -4.60 -1.48 -8.32  -0.872
H47 -3.08 0.04 -6.72  0.404
H48 -1.78 -0.62 -5.74  0.193
H49 -4.70 -1.52 -5.51  0.341
H50 -3.86 -0.46 -4.38  0.269
H51 -3.35 -2.15 -4.58  0.205
H52 -5.36 -2.12 -7.88  0.255
H53 -4.81 -1.37 -9.38  0.314
H54 -4.65 -0.49 -7.86  0.281
O9 7.19 3.54 -2.95  -0.554
C28 7.93 2.70 -2.51  0.863
O10 8.04 2.59 -1.17  -0.359
C29 8.77 1.54 -0.53  -0.419
C30 10.25 1.85 -0.42  -1.006
C31 8.77 1.82 -3.41  -1.127
H55 8.59 0.59 -1.04  0.369
H56 8.32 1.46 0.46  0.337
H57 10.72 1.95 -1.39  0.277
H58 10.76 1.06 0.13  0.363
H59 10.39 2.79 0.11  0.307
H60 9.68 2.35 -3.65  0.274
H61 8.21 1.64 -4.33  0.325
H62 9.02 0.85 -2.98  0.358
O11 -1.52 -5.31 0.28  -0.602
C32 -2.23 -6.27 0.47  0.772
O12 -3.52 -6.05 0.77  -0.374
C33 -4.49 -7.10 0.86  -0.430
C34 -4.51 -7.74 2.23  -0.984
C35 -1.69 -7.67 0.45  -1.157
H63 -4.33 -7.83 0.07  0.378
H64 -5.44 -6.61 0.65  0.310
H65 -3.57 -8.22 2.47  0.279
H66 -5.30 -8.48 2.29  0.365
H67 -4.70 -6.98 2.99  0.304
H68 -1.28 -7.89 1.44  0.302
H69 -0.87 -7.71 -0.27  0.324
H70 -2.41 -8.43 0.19  0.385

Summary:
charge = +1
total energy = -155383.978 eV
LUMO = -3.73 eV
highest occupied orbital energy = -11.03 eV